Record 1
A molecular structure, C25H22N7ReS7 in a non-equilibrium geometry. Source: OMol25; level of theory: ωB97M-V/def2-TZVPD.

The geometry in XYZ format:
```
62
Properties=species:S:1:pos:R:3
Re -0.272 0.757 -0.567
S 1.682 1.767 1.964
S -1.602 2.260 0.670
S -1.948 7.865 -0.758
S -0.243 5.605 -1.640
S 0.629 2.734 -1.577
S 2.282 0.521 -0.753
S -2.308 5.148 0.352
N -1.288 -0.890 0.341
N -1.623 0.862 -2.239
N 0.565 0.560 1.431
N 1.214 -1.787 -1.570
N 0.291 -0.444 3.543
N 3.194 -1.961 -0.435
N 0.284 -0.828 -1.927
C -2.439 -3.090 1.585
C -1.521 6.314 -0.689
C -3.286 0.850 -4.475
C 2.213 2.452 5.880
C 0.943 0.423 5.710
C 0.958 0.535 4.335
C -2.833 -2.711 0.315
C 1.586 1.600 3.719
C 3.340 -3.375 -0.769
C 2.212 2.563 4.493
C 3.998 -3.600 -2.122
C -1.371 3.767 -0.097
C 1.578 1.384 6.488
C -1.476 -2.337 2.233
C -0.078 -2.062 -4.035
C -2.245 -0.048 -4.368
C -2.649 1.735 -2.355
C -0.932 -1.238 1.594
C -0.390 3.971 -1.053
C -0.357 -0.991 -3.034
C -1.432 -0.027 -3.242
C 0.058 -0.321 2.217
C -3.492 1.754 -3.444
C -2.233 -1.618 -0.276
C 2.207 -1.189 -0.922
H 2.713 3.204 6.476
H 5.014 -3.200 -2.136
H 1.567 1.294 7.566
H -2.051 -0.771 -5.148
H 2.346 -3.819 -0.749
H -2.772 2.430 -1.542
H 3.427 -3.110 -2.911
H 0.760 -2.668 -3.710
H 3.993 -1.463 -0.077
H 0.435 -0.412 6.179
H 4.053 -4.666 -2.349
H 3.926 -3.831 0.028
H 2.708 3.399 4.014
H -2.872 -3.956 2.067
H -2.496 -1.307 -1.276
H -1.147 -2.632 3.219
H -3.926 0.847 -5.348
H -4.294 2.478 -3.475
H -3.591 -3.257 -0.229
H -0.948 -2.709 -4.167
H -0.220 -1.143 4.050
H 0.158 -1.620 -5.006
```

Properties
spin multiplicity = 2
total charge = +1
LUMO level (spin up / spin down) = -3.3 / -4.4 eV
DFT total energy = -4214.6519 a.u.

Record 2
A molecular structure, C25H22O3PSSe2TcTe2 in a non-equilibrium geometry. Source: OMol25; level of theory: ωB97M-V/def2-TZVPD.

The geometry in XYZ format:
```
57
Properties=species:S:1:pos:R:3
Te -3.963 0.671 0.135
Te -4.096 -0.693 -2.258
Tc -0.887 -0.661 0.064
Se -2.675 -0.758 1.682
Se -1.600 -1.341 -2.120
S 1.848 -0.935 0.475
P -0.116 1.546 -0.620
O 1.106 -1.606 -0.664
O 0.779 -0.628 1.443
O 2.837 -1.792 1.069
C -1.617 -6.451 3.744
C -0.873 2.538 1.966
C -0.687 -7.231 3.079
C -1.458 -4.791 1.976
C 2.474 0.530 -0.226
C 3.871 0.584 -0.092
C 1.705 1.586 -0.692
C -0.059 2.537 -4.579
C -2.010 -5.244 3.194
C -1.162 3.398 -4.706
C -0.356 5.186 1.253
C -0.057 4.154 0.369
C 4.499 1.660 -0.660
C -0.876 4.938 2.515
C -0.570 2.105 -2.245
C -1.686 2.904 -2.350
C 0.171 1.852 -3.420
C -2.018 3.518 -3.572
C 2.382 2.646 -1.308
C 0.242 -5.119 0.106
C -0.053 -6.796 1.943
C 3.764 2.686 -1.214
C -0.393 2.801 0.694
C -0.473 -5.562 1.366
C -1.067 3.632 2.840
H 0.599 -6.016 -0.442
H 0.475 4.417 -0.530
H 0.735 -7.350 1.447
H 1.026 1.212 -3.324
H -0.429 -4.510 -0.568
H -1.880 -3.867 1.547
H -1.437 3.771 -5.692
H 4.298 -0.183 0.519
H 0.565 2.261 -5.438
H 1.883 3.508 -1.751
H 1.155 -4.478 0.249
H 5.602 1.647 -0.794
H -1.052 1.481 2.241
H -2.970 4.043 -3.617
H -0.939 5.709 3.274
H 4.317 3.586 -1.609
H -0.066 6.151 0.913
H -0.464 -8.210 3.508
H -2.324 3.000 -1.488
H -1.961 -6.754 4.719
H -2.694 -4.647 3.837
H -1.364 3.367 3.815
```

Properties
spin multiplicity = 4
relative energy (zero: lowest compared OMol25 entry of this formula, charge and spin) = 0.0000 eV
total charge = +1
LUMO level (spin up / spin down) = -5.0 / -5.1 eV
DFT total energy = -7350.5883 a.u.

Record 3
A molecular structure, C25H23ClNO2RhSeSi in a non-equilibrium geometry. Source: OMol25; level of theory: ωB97M-V/def2-TZVPD.

The geometry in XYZ format:
```
55
Properties=species:S:1:pos:R:3
Rh -0.248 -0.447 -0.393
Se -0.657 1.189 -2.231
Cl -1.569 -1.504 7.902
Si -1.216 3.147 -0.968
O -0.241 -1.357 1.369
O -2.031 -0.141 1.263
N 1.417 -0.750 -1.386
C -0.009 -3.780 -2.905
C -1.260 -4.381 -2.858
C -2.428 -0.631 5.488
C -0.763 -2.109 -1.358
C 1.456 -1.807 -2.266
C -2.378 -0.567 4.112
C -0.409 3.387 0.739
C -1.937 -2.750 -1.277
C -0.629 -2.243 4.163
C -1.276 -0.927 1.955
C 2.578 -1.949 -3.150
C -0.965 4.699 -2.029
C -1.472 -1.348 3.367
C 2.489 1.212 -0.318
C -0.491 -2.131 5.550
C -3.041 2.715 -0.509
C -2.271 -3.809 -2.080
C 4.572 0.956 -2.164
C 0.266 -2.622 -2.178
C 3.531 0.026 -2.149
C -1.482 -1.392 6.217
C 4.495 2.098 -1.377
C 3.568 -1.048 -3.078
C 2.477 0.179 -1.271
C 3.483 2.222 -0.397
H 1.632 1.335 0.362
H 3.606 3.099 0.311
H -1.467 -5.306 -3.450
H -3.707 2.779 -1.349
H 5.409 0.948 -2.894
H -3.408 3.491 0.227
H 2.463 -2.668 -3.959
H 4.494 -1.115 -3.672
H -1.268 4.549 -3.060
H 0.255 -2.644 6.141
H 0.117 5.000 -2.003
H -0.642 4.370 1.127
H 0.678 3.288 0.854
H 5.280 2.843 -1.450
H -1.623 5.493 -1.613
H -3.029 1.696 -0.072
H -0.903 2.656 1.408
H -3.046 0.091 3.652
H -3.262 -4.257 -2.018
H 0.772 -4.256 -3.508
H -0.089 -3.039 3.682
H -3.183 -0.068 6.002
H -2.637 -2.426 -0.501
```

Properties
spin multiplicity = 5
relative energy (zero: lowest compared OMol25 entry of this formula, charge and spin) = 0.1903 eV
LUMO level (spin up / spin down) = -0.5 / -2.7 eV
DFT total energy = -4433.2607 a.u.

Record 4
A molecular structure, C25H23CoF6N6O6S2. Source: OMol25; level of theory: ωB97M-V/def2-TZVPD.

The geometry in XYZ format:
```
69
Properties=species:S:1:pos:R:3
Co -0.245 0.289 0.137
S 3.060 0.299 -0.317
S 2.354 0.483 2.292
F 2.134 1.703 4.555
F 3.009 -2.024 -1.640
F 4.188 1.554 3.890
F 3.889 -2.173 0.318
F 2.838 2.951 2.924
F 1.742 -1.908 0.119
O -1.682 -0.831 3.874
O 1.677 0.663 -0.629
O -0.689 4.300 -0.882
O 1.073 1.047 1.887
O 4.036 0.739 -1.242
O 2.294 -0.775 2.966
N 3.452 0.596 1.169
N -1.371 1.597 1.306
N -2.385 -1.038 -2.127
N -0.737 2.083 -1.187
N -2.192 -0.392 -0.846
N -0.936 -0.966 1.771
C 0.559 0.584 -3.469
C 2.962 -1.575 -0.396
C -0.377 4.136 -2.287
C -1.227 3.857 2.010
C 2.948 1.753 3.501
C 2.018 0.724 -5.369
C -1.427 -0.252 2.716
C 0.998 2.709 -4.478
C -1.673 -5.791 1.266
C -1.045 -3.472 1.473
C -1.571 1.206 2.558
C -1.648 -5.687 -0.115
C 1.385 -0.032 -4.395
C -1.521 3.459 3.308
C -1.315 -4.477 -0.705
C -1.353 -2.234 3.711
C -1.161 2.878 1.032
C -0.834 3.081 -0.391
C 0.372 1.962 -3.487
C -1.366 -4.693 2.056
C -1.018 -3.377 0.085
C -0.619 2.632 -2.557
C -0.646 -2.298 2.338
C -1.684 2.111 3.600
C 1.822 2.094 -5.409
H -1.272 -4.396 -1.784
H -1.045 4.894 1.765
H 0.064 -0.014 -2.717
H 0.439 -2.333 2.477
H 0.660 4.430 -2.449
H -1.599 2.505 -3.034
H -2.177 -2.022 -2.027
H 1.534 -1.104 -4.363
H -2.286 -2.797 3.725
H -1.733 -0.639 -2.789
H 0.843 3.780 -4.535
H -2.723 -0.935 -0.174
H -2.661 0.505 -0.923
H -1.872 -6.546 -0.734
H -1.362 -4.800 3.135
H 2.653 0.242 -6.101
H -1.040 4.793 -2.842
H -0.727 -2.439 -0.367
H -1.854 1.761 4.608
H 2.304 2.689 -6.174
H -1.589 4.197 4.095
H -1.927 -6.734 1.733
H -0.722 -2.532 4.542
```

Properties
spin multiplicity = 4
relative energy (zero: lowest compared OMol25 entry of this formula, charge and spin) = 0.2989 eV
total charge = +1
LUMO level (spin up / spin down) = -3.8 / -3.9 eV
DFT total energy = -4524.5930 a.u.

Record 5
2 unconnected molecules or ions with the total composition C25H23F5NOSi in a non-equilibrium geometry. Source: OMol25; level of theory: ωB97M-V/def2-TZVPD.

The geometry in XYZ format:
```
56
Properties=species:S:1:pos:R:3
Si -3.355 2.876 -1.526
F 2.299 5.524 -2.175
F 4.249 3.838 -1.264
F 3.722 1.140 -0.970
F -0.029 4.487 -3.134
F 1.319 0.168 -1.513
O -1.802 2.799 -2.134
N 1.090 -1.872 1.568
C 2.525 -3.596 2.029
C 2.454 -2.225 1.701
C -1.068 -3.204 1.704
C 0.479 2.317 -2.260
C -0.883 1.819 -2.328
C -1.566 -4.500 1.930
C 0.672 -0.679 1.172
C 2.773 1.992 -1.435
C -0.707 -5.588 2.180
C 3.039 3.352 -1.589
C -0.692 -0.195 1.342
C 0.812 3.682 -2.448
C 0.302 -3.042 1.777
C 1.511 1.510 -1.747
C 3.545 -1.378 1.765
C 2.034 4.206 -2.059
C -4.567 2.576 -2.901
C -3.575 1.634 -0.158
C -1.206 0.500 -2.447
C 3.751 -4.165 2.366
C -3.348 4.662 -1.032
C 0.678 -5.398 2.262
C 4.880 -3.342 2.399
C 4.770 -1.961 2.133
C 1.182 -4.119 2.044
H -3.440 5.293 -1.926
H -1.120 -6.592 2.302
H 5.859 -3.771 2.633
H 3.407 -0.313 1.560
H -1.732 -2.368 1.503
H -4.490 3.356 -3.670
H -0.622 0.899 1.288
H -2.642 -4.656 1.910
H 3.774 -5.228 2.590
H -4.530 1.865 0.328
H -2.403 4.942 -0.549
H -2.240 0.158 -2.384
H -4.430 1.607 -3.397
H -0.426 -0.176 -2.765
H 5.647 -1.327 2.219
H -1.173 -0.503 2.276
H 1.384 -0.073 0.615
H -3.630 0.603 -0.525
H 1.396 -6.188 2.468
H -2.791 1.661 0.606
H -5.585 2.609 -2.485
H -4.177 4.898 -0.356
H -1.323 -0.518 0.507
```

Properties
relative energy (zero: lowest compared OMol25 entry of this formula, charge and spin) = 0.0000 eV
total charge = +1
LUMO level = -4.8 eV
DFT total energy = -1885.0407 a.u.

Record 6
A molecular structure, C25H23GdN5O5. Source: OMol25; level of theory: ωB97M-V/def2-TZVPD.

The geometry in XYZ format:
```
59
Properties=species:S:1:pos:R:3
Gd -0.045 0.297 0.722
O -1.640 -0.047 -0.864
O 1.287 2.052 2.019
O -1.052 0.254 4.948
O 0.006 -0.067 2.982
O -3.804 0.196 -1.443
N -2.211 0.022 1.664
N 1.503 0.855 -1.254
N 0.509 -1.765 -0.655
N -0.705 2.559 -0.249
N 2.375 -0.599 1.052
C 0.226 -3.022 -0.308
C 3.708 -2.399 1.869
C 4.557 -2.271 0.783
C -1.027 3.008 -2.564
C 1.087 -0.066 -2.327
C 0.940 -2.501 -2.871
C -2.345 3.370 -2.323
C -3.602 -0.073 3.567
C 0.641 -3.802 -2.511
C 2.928 0.702 -0.906
C 0.869 -1.505 -1.910
C -2.818 3.356 -1.024
C 3.208 -0.458 0.019
C -4.545 -0.090 1.345
C 2.625 -1.541 1.962
C 1.219 2.248 -1.669
C -1.043 0.065 3.757
C -2.352 -0.005 2.986
C -1.963 2.942 -0.020
C -0.237 2.612 -1.504
C -4.709 -0.121 2.727
C 0.279 -4.074 -1.199
C 4.304 -1.281 -0.157
C -3.260 -0.021 0.848
C -2.916 0.042 -0.634
H 4.955 -1.144 -1.011
H 3.875 -3.148 2.631
H 1.194 1.454 2.784
H -3.835 3.637 -0.788
H 1.794 2.909 -1.022
H -2.299 2.910 1.010
H -5.377 -0.120 0.656
H -0.619 3.028 -3.567
H 1.926 -1.598 2.789
H 3.541 0.626 -1.810
H 0.687 -4.597 -3.244
H -5.704 -0.182 3.149
H -0.054 -3.186 0.727
H -3.684 -0.085 4.645
H 0.130 0.290 -2.715
H 1.205 2.948 2.366
H 5.408 -2.930 0.668
H 1.542 2.423 -2.700
H 1.226 -2.254 -3.886
H 1.815 -0.039 -3.147
H 0.039 -5.075 -0.873
H -2.992 3.656 -3.142
H 3.231 1.606 -0.378
```

Properties
spin multiplicity = 8
relative energy (zero: lowest compared OMol25 entry of this formula, charge and spin) = 0.2598 eV
total charge = +1
LUMO level (spin up / spin down) = -2.7 / -6.2 eV
DFT total energy = -2382.1258 a.u.

- What is the DFT total energy in the first record?
  -4214.6519 a.u.

- Among the records above, which one has the highest DFT total energy?
  C25H23F5NOSi